1.
DFT (ωB97M-V/def2-TZVPD) results for C17H11IO2PbS4Sb as an isolated structure.

Geometry (Å):
Pb: -0.71 0.38 0.03
S: -3.39 4.01 -1.78
Sb: -3.58 1.98 -0.89
S: -2.32 1.85 1.20
S: -1.94 0.46 -2.03
S: -5.52 0.87 -0.70
I: 1.48 -1.39 -1.63
C: 1.35 -2.70 -0.01
C: 2.17 -3.80 -0.10
C: 2.17 -4.78 0.90
C: 1.33 -4.65 1.96
C: 0.48 -3.52 2.08
C: -0.37 -3.44 3.21
C: -1.22 -2.39 3.37
C: -1.23 -1.36 2.40
C: -0.42 -1.40 1.30
C: 0.47 -2.50 1.09
H: 2.82 -3.91 -0.96
H: 2.82 -5.64 0.80
H: 1.31 -5.40 2.75
H: -0.33 -4.24 3.94
H: -1.87 -2.32 4.22
H: -1.91 -0.53 2.53
O: 2.06 0.52 1.34
C: 1.97 1.51 0.63
O: 0.89 1.81 -0.05
C: 3.06 2.54 0.53
C: 4.27 2.29 1.17
C: 5.30 3.21 1.09
C: 5.11 4.39 0.38
C: 3.90 4.64 -0.26
C: 2.88 3.72 -0.19
H: 4.38 1.37 1.72
H: 6.24 3.02 1.59
H: 5.91 5.12 0.32
H: 3.76 5.56 -0.81
H: 1.93 3.90 -0.68

- frontier orbital gap (eV) = 7.0
- net charge = -1

=====

2.
DFT (ωB97M-V/def2-TZVPD) results for a 2-piece molecular cluster, C3H5F2P overall.

Geometry (Å):
C: 3.63 2.28 0.84
C: 3.62 1.35 -0.20
C: 2.93 0.13 -0.20
F: 2.18 -0.38 0.84
F: 3.25 -0.84 -1.06
P: -1.75 -2.50 -0.55
H: 4.22 3.21 0.82
H: 3.35 2.06 1.83
H: 3.95 1.50 -1.22
H: -0.68 -1.71 -0.14
H: -2.70 -1.92 0.24

- frontier orbital gap (alpha / beta) (eV) = 8.6 / 6.9

=====

3.
DFT (ωB97M-V/def2-TZVPD) results for the molecule CH2O3.

Geometry (Å):
O: 0.66 -0.93 0.07
C: 0.05 0.20 0.35
O: 0.12 1.19 -0.67
O: -1.11 0.47 -0.45
H: 0.24 -1.27 -0.68
H: 0.04 0.35 1.38

- frontier orbital gap (eV) = 11.3

=====

4.
DFT (ωB97M-V/def2-TZVPD) results for a 5-piece molecular cluster, C13H36F3N3O7S overall.

Geometry (Å):
O: -0.74 0.34 0.67
H: -1.64 0.09 0.26
H: -0.92 0.96 1.44
H: -0.26 0.74 -0.08
C: -0.86 2.39 5.45
F: -0.80 1.16 6.06
F: -2.15 2.75 5.61
F: 0.01 3.16 6.12
S: -0.25 2.18 3.64
O: 0.92 1.38 3.90
O: -1.30 1.41 2.97
O: -0.02 3.49 3.04
C: -0.19 2.74 -3.99
C: 1.11 3.10 -3.27
C: 1.40 2.09 -2.17
O: 0.67 2.28 -0.98
C: 1.09 3.42 -0.24
N: 2.19 3.14 -4.31
H: -0.90 2.22 -3.32
H: -0.08 1.85 -4.62
H: -0.70 3.55 -4.50
H: 1.13 4.07 -2.79
H: 2.48 2.00 -2.00
H: 1.13 1.14 -2.65
H: 2.18 3.34 -0.14
H: 0.85 3.49 0.82
H: 0.91 4.37 -0.75
H: 2.38 2.24 -4.72
H: 1.83 3.75 -5.03
C: -3.31 -0.99 -2.14
C: -3.99 -0.56 -0.84
C: -4.01 -1.59 0.27
O: -2.70 -1.94 0.64
C: -2.29 -3.29 0.43
N: -3.26 0.66 -0.36
H: -2.23 -0.82 -2.23
H: -3.80 -0.41 -2.92
H: -3.50 -2.04 -2.35
H: -4.99 -0.21 -1.14
H: -4.69 -2.42 0.08
H: -4.44 -1.14 1.17
H: -2.85 -3.90 1.15
H: -1.23 -3.43 0.57
H: -2.50 -3.59 -0.60
H: -3.40 1.25 -1.17
H: -3.75 1.03 0.45
C: 1.35 -2.22 -0.47
C: 2.09 -2.32 0.89
C: 3.63 -2.21 0.72
O: 4.33 -3.37 0.34
C: 4.32 -4.41 1.28
N: 1.45 -1.37 1.87
H: 1.59 -3.18 -0.94
H: 1.75 -1.39 -1.05
H: 0.32 -1.93 -0.30
H: 1.86 -3.31 1.30
H: 4.15 -1.60 1.47
H: 3.85 -1.50 -0.08
H: 3.95 -4.16 2.28
H: 5.34 -4.74 1.48
H: 3.72 -5.27 1.00
H: 2.15 -0.63 2.03
H: 1.63 -1.85 2.75

- frontier orbital gap (eV) = 9.5

=====

5.
DFT (ωB97M-V/def2-TZVPD) results for the molecule C4H8N2.

Geometry (Å):
C: -0.18 -1.68 -0.58
N: -0.27 -0.85 -1.77
C: 0.69 -0.48 -0.74
C: 0.44 0.35 0.50
C: 0.17 1.80 0.73
N: -0.92 0.83 0.63
H: 0.24 -2.68 -0.60
H: -1.01 -1.55 0.12
H: -1.12 -0.30 -1.75
H: 1.72 -0.58 -1.08
H: 0.91 -0.17 1.33
H: 0.27 2.52 -0.07
H: 0.37 2.19 1.73
H: -1.30 0.60 1.54

- frontier orbital gap (eV) = 10.3

=====

6.
DFT (ωB97M-V/def2-TZVPD) results for the molecule C5H9N3.

Geometry (Å):
C: 1.68 -1.58 -0.09
C: 1.07 -0.48 -0.29
N: 1.62 0.63 0.33
C: 0.53 1.65 0.20
N: -0.47 1.28 -0.55
C: -0.29 -0.15 -0.64
C: -1.16 -0.59 0.50
N: -2.57 -0.41 0.24
H: 1.47 -2.62 -0.22
H: 2.89 -1.33 0.19
H: 2.24 0.58 1.19
H: 0.71 2.67 0.29
H: -0.83 -0.64 -1.55
H: -0.98 -0.26 1.68
H: -1.23 -1.74 0.71
H: -2.51 0.53 0.22
H: -2.76 -0.75 -0.73

- frontier orbital gap (eV) = 9.2

=====

7.
DFT (ωB97M-V/def2-TZVPD) results for C5H7Cl2I3IrN2 as an isolated structure.

Geometry (Å):
Ir: 0.93 0.33 -0.02
I: 3.31 -1.03 0.56
C: 4.28 0.38 -0.75
I: 2.75 1.64 -1.60
H: 4.80 -0.15 -1.54
H: 4.95 1.00 -0.16
I: -3.42 -4.27 -0.18
C: -2.37 -2.55 -0.60
C: -2.65 -1.63 -1.63
N: -1.72 -0.70 -1.54
N: -0.84 -0.93 -0.53
C: -1.21 -2.06 0.05
H: -3.44 -1.61 -2.36
H: -1.63 0.12 -2.12
H: -0.70 -2.48 0.89
Cl: 0.54 1.56 2.07
C: -0.59 2.93 2.37
Cl: -2.19 2.62 1.73
H: -0.17 3.81 1.91
H: -0.63 3.02 3.45

- 2S+1 = 5
- frontier orbital gap (alpha / beta) (eV) = 8.6 / 5.7
- <S²> = 6.01
- net charge = +3

=====

8.
DFT (ωB97M-V/def2-TZVPD) results for the molecule C8H20OSi2.

Geometry (Å):
C: 1.79 -2.34 -1.04
C: 0.69 -2.26 -0.27
Si: 0.19 -0.58 0.66
C: 0.51 -1.04 2.49
O: 1.21 0.70 0.16
C: 2.57 0.98 0.31
C: 3.14 1.19 -1.12
Si: -1.88 0.18 -0.05
C: -1.77 2.06 -0.14
C: -1.96 -0.26 -1.94
C: -3.53 -0.07 1.04
H: 2.35 -3.19 -1.57
H: 2.40 -1.42 -1.26
H: 0.06 -2.99 0.09
H: 0.65 -0.06 2.98
H: -0.33 -1.51 2.97
H: 1.19 -1.77 2.72
H: 2.62 1.91 0.82
H: 3.17 0.25 0.93
H: 4.14 1.57 -1.03
H: 2.91 0.53 -1.95
H: 2.49 2.13 -1.26
H: -2.55 2.51 -0.60
H: -1.76 2.61 0.81
H: -0.84 2.32 -0.64
H: -1.07 -0.02 -2.47
H: -1.97 -1.32 -2.10
H: -2.89 0.14 -2.46
H: -3.68 -1.01 1.37
H: -3.41 0.45 1.98
H: -4.44 0.31 0.57

- frontier orbital gap (eV) = 10.0

=====

9.
DFT (ωB97M-V/def2-TZVPD) results for a 2-piece molecular cluster, C7H11ClSi overall.

Geometry (Å):
C: 0.75 1.11 0.53
C: 1.09 0.39 1.73
C: -0.18 0.45 -0.17
C: 0.24 -0.60 1.96
C: -0.57 -0.79 0.69
C: -0.17 -2.07 0.06
C: -2.06 -0.81 1.07
Si: 1.33 1.98 -2.47
Cl: 1.10 1.85 -4.43
H: 1.40 2.00 0.23
H: 1.69 0.78 2.57
H: -0.82 0.70 -0.93
H: -0.59 -2.09 -0.87
H: -0.46 -2.91 0.64
H: 0.85 -2.14 0.09
H: -2.27 -1.88 1.06
H: -2.64 -0.30 0.32
H: -2.12 -0.34 2.05
H: 0.92 3.29 -2.22
H: 2.50 1.39 -1.91

- frontier orbital gap (alpha / beta) (eV) = 8.6 / 6.1

=====

10.
DFT (ωB97M-V/def2-TZVPD) results for C33H31AsBrIN5O7STi as an isolated structure.

Geometry (Å):
Ti: -0.07 -0.55 -0.82
Br: -4.03 -6.18 -2.64
C: -2.63 -4.91 -2.39
C: -1.98 -4.39 -3.51
C: -0.96 -3.48 -3.34
C: -0.59 -3.04 -2.05
O: 0.38 -2.17 -1.88
C: -1.26 -3.59 -0.94
C: -0.73 -3.32 0.38
N: -0.03 -2.30 0.68
C: 0.63 -2.29 1.94
C: 0.05 -2.71 3.10
C: 0.77 -2.64 4.32
C: 2.06 -2.17 4.34
C: 2.69 -1.77 3.14
C: 4.02 -1.32 3.06
C: 4.55 -0.99 1.85
C: 3.74 -1.10 0.70
N: 2.50 -1.51 0.73
C: 1.97 -1.84 1.93
C: -2.27 -4.55 -1.12
H: -2.27 -4.70 -4.50
H: -0.44 -3.06 -4.19
H: -0.85 -4.12 1.12
H: -0.97 -3.05 3.11
H: 0.29 -2.94 5.23
H: 2.60 -2.10 5.28
H: 4.61 -1.24 3.97
H: 5.57 -0.64 1.76
H: 4.13 -0.83 -0.28
H: -2.75 -4.98 -0.26
C: -2.78 0.67 4.31
C: -1.83 -0.11 3.63
N: -0.75 0.37 3.06
C: -0.55 1.70 3.11
C: -1.44 2.57 3.77
C: -2.57 2.02 4.38
C: -1.19 3.98 3.80
C: -0.11 4.50 3.18
C: 0.80 3.66 2.48
C: 1.91 4.19 1.79
C: 2.74 3.35 1.11
C: 2.44 1.98 1.11
N: 1.42 1.44 1.75
C: 0.60 2.26 2.43
H: -3.65 0.20 4.74
H: -1.98 -1.18 3.55
H: -3.28 2.67 4.89
H: -1.90 4.62 4.32
H: 0.07 5.57 3.19
H: 2.08 5.26 1.80
H: 3.58 3.71 0.54
H: 3.06 1.30 0.53
C: -0.67 0.83 -5.17
As: -1.66 0.94 -3.53
C: -1.60 2.78 -3.00
C: -3.39 0.23 -3.95
O: -0.82 -0.17 -2.57
H: -1.13 1.45 -5.94
H: -0.63 -0.22 -5.48
H: 0.32 1.23 -4.99
H: -1.18 3.35 -3.84
H: -0.92 2.83 -2.16
H: -2.59 3.11 -2.70
H: -3.59 0.40 -5.01
H: -4.15 0.68 -3.32
H: -3.33 -0.84 -3.75
O: -0.90 1.29 -0.30
S: -2.33 0.78 -0.09
O: -3.13 1.07 -1.26
O: -1.99 -0.71 -0.05
O: -2.90 1.25 1.14
N: 2.38 -0.41 -3.17
C: 2.28 0.60 -2.25
O: 1.40 0.33 -1.25
C: 2.97 1.75 -2.27
I: 1.39 4.01 -5.40
H: 1.70 -1.16 -3.10
H: 2.74 -0.17 -4.07
H: 3.62 1.97 -3.11
H: 2.69 2.56 -1.62

- frontier orbital gap (eV) = 5.6
- net charge = -1

=====

11.
DFT (ωB97M-V/def2-TZVPD) results for the molecule C17H23N3O2S.

Geometry (Å):
C: 0.39 3.57 -1.68
C: -0.49 2.67 -0.82
N: -0.80 1.47 -1.54
C: -1.57 0.61 -1.08
S: -2.41 0.66 0.51
C: -3.17 -0.97 0.23
C: -2.61 -2.04 1.17
C: -1.11 -2.19 0.92
O: -0.67 -2.84 0.00
N: -0.33 -1.51 1.79
C: 1.12 -1.52 1.69
C: 1.73 -2.05 2.99
C: 1.65 -0.14 1.37
C: 2.41 0.06 0.23
C: 2.94 1.31 -0.06
C: 2.71 2.37 0.80
C: 1.93 2.19 1.93
C: 1.41 0.94 2.22
C: -2.86 -1.36 -1.21
O: -3.37 -2.29 -1.77
N: -1.94 -0.52 -1.76
C: -1.33 -0.82 -3.05
C: 0.09 -1.31 -2.86
H: 0.63 4.48 -1.14
H: -0.12 3.82 -2.60
H: 1.31 3.04 -1.93
H: -1.42 3.20 -0.55
H: 0.02 2.42 0.12
H: -4.25 -0.88 0.37
H: -3.09 -2.99 0.92
H: -2.82 -1.78 2.21
H: -0.75 -0.92 2.49
H: 1.35 -2.20 0.87
H: 1.36 -3.06 3.19
H: 1.47 -1.41 3.83
H: 2.81 -2.08 2.90
H: 2.59 -0.77 -0.44
H: 3.53 1.45 -0.95
H: 3.12 3.35 0.58
H: 1.74 3.01 2.60
H: 0.81 0.81 3.11
H: -1.35 0.10 -3.65
H: -1.96 -1.59 -3.51
H: 0.71 -0.52 -2.44
H: 0.10 -2.16 -2.18
H: 0.51 -1.62 -3.82

- frontier orbital gap (eV) = 9.4

=====

12.
DFT (ωB97M-V/def2-TZVPD) results for an isolated ion of composition C3H8NO2 and charge -1.

Geometry (Å):
N: -1.45 -0.34 0.37
C: -0.11 0.44 0.17
C: 0.82 0.18 1.48
O: 2.00 0.73 1.19
C: 0.49 -0.02 -1.12
O: -0.55 -0.29 -2.12
H: -1.68 -0.98 -0.40
H: -1.41 -0.97 1.14
H: -0.57 1.51 0.06
H: 0.52 0.60 2.31
H: 0.89 -0.95 1.56
H: 1.26 0.71 -1.49
H: 1.01 -1.04 -1.20
H: -1.21 0.43 -1.94

- frontier orbital gap (eV) = 6.3
- net charge = -1